Density functional theory data (ωB97M-V with the def2-TZVPD basis set) for a 6-piece molecular cluster, C34H69FO13S overall at a distorted geometry.

Results
DFT total energy (eV): -76542.330
HOMO (eV): -9.39
Kohn-Sham gap (eV): 9.620

Geometry (Å):
1 C 5.09 -7.21 -1.70
2 C 5.13 -6.51 -3.07
3 C 6.03 -5.24 -3.11
4 C 5.68 -4.24 -1.97
5 C 6.64 -3.02 -1.98
6 C 5.98 -1.70 -2.48
7 C 5.53 -0.76 -1.32
8 C 4.12 -0.15 -1.54
9 C 3.06 -1.27 -1.61
10 C 2.11 -1.17 -2.86
11 C 0.74 -1.75 -2.45
12 C -0.25 -1.97 -3.62
13 C -1.68 -2.12 -3.00
14 C -2.44 -3.36 -3.54
15 O -2.06 -4.51 -2.73
16 S -3.34 -5.17 -1.96
17 O -2.99 -6.52 -1.58
18 O -3.27 -4.26 -0.49
19 F -3.93 -5.09 0.45
20 H 4.35 -6.77 -1.01
21 H 6.08 -7.16 -1.22
22 H 4.78 -8.25 -1.86
23 H 5.53 -7.18 -3.85
24 H 4.11 -6.27 -3.39
25 H 7.10 -5.49 -3.10
26 H 5.77 -4.72 -4.04
27 H 4.62 -3.97 -2.14
28 H 5.69 -4.76 -0.99
29 H 7.06 -2.88 -0.97
30 H 7.46 -3.26 -2.67
31 H 6.69 -1.18 -3.13
32 H 5.12 -2.00 -3.11
33 H 5.51 -1.38 -0.41
34 H 6.28 0.04 -1.26
35 H 4.09 0.55 -2.39
36 H 3.89 0.44 -0.64
37 H 2.39 -1.26 -0.73
38 H 3.49 -2.28 -1.64
39 H 2.57 -1.77 -3.66
40 H 2.05 -0.14 -3.23
41 H 0.28 -1.08 -1.72
42 H 0.95 -2.70 -1.92
43 H -0.22 -1.11 -4.30
44 H -0.05 -2.89 -4.19
45 H -1.56 -2.30 -1.92
46 H -2.28 -1.22 -3.12
47 H -3.52 -3.18 -3.37
48 H -2.25 -3.55 -4.60
49 O 2.29 -2.09 1.07
50 C 2.03 -1.45 2.06
51 O 2.72 -0.33 2.31
52 C 2.37 0.60 3.35
53 C 2.97 0.19 4.68
54 C 1.02 -1.95 3.06
55 H 1.29 0.74 3.40
56 H 2.79 1.55 3.04
57 H 2.58 -0.78 5.01
58 H 2.74 0.93 5.45
59 H 4.05 0.09 4.60
60 H 1.50 -2.66 3.73
61 H 0.22 -2.44 2.52
62 H 0.56 -1.16 3.65
63 O 5.43 0.53 6.58
64 C 5.17 1.17 7.56
65 O 5.86 2.30 7.80
66 C 5.52 3.24 8.83
67 C 6.12 2.84 10.16
68 C 4.17 0.69 8.58
69 H 4.44 3.38 8.88
70 H 5.94 4.19 8.50
71 H 5.74 1.88 10.50
72 H 5.90 3.60 10.92
73 H 7.21 2.75 10.07
74 H 4.65 -0.02 9.25
75 H 3.36 0.19 8.05
76 H 3.71 1.49 9.16
77 O -0.58 1.16 -3.01
78 C -1.51 1.92 -2.95
79 O -2.69 1.48 -2.49
80 C -3.80 2.34 -2.21
81 C -4.63 2.62 -3.45
82 C -1.39 3.33 -3.46
83 H -3.46 3.26 -1.72
84 H -4.41 1.81 -1.48
85 H -4.05 3.14 -4.21
86 H -5.49 3.22 -3.20
87 H -4.98 1.68 -3.89
88 H -1.55 3.33 -4.54
89 H -0.39 3.69 -3.25
90 H -2.08 4.03 -2.99
91 O -6.96 3.91 -4.56
92 C -8.14 3.72 -4.41
93 O -8.96 4.77 -4.24
94 C -10.38 4.67 -4.23
95 C -10.91 4.31 -2.86
96 C -8.70 2.32 -4.31
97 H -10.73 3.98 -5.01
98 H -10.75 5.66 -4.51
99 H -10.55 3.33 -2.54
100 H -12.00 4.29 -2.86
101 H -10.57 5.03 -2.12
102 H -8.57 1.96 -3.30
103 H -8.13 1.68 -4.99
104 H -9.74 2.24 -4.60
105 O -2.45 4.04 0.23
106 C -3.10 3.59 1.14
107 O -3.72 4.43 1.98
108 C -4.65 4.00 2.98
109 C -3.95 3.57 4.25
110 C -3.16 2.10 1.39
111 H -5.32 3.23 2.58
112 H -5.27 4.87 3.18
113 H -3.31 2.71 4.08
114 H -4.68 3.30 5.02
115 H -3.32 4.37 4.63
116 H -2.27 1.81 1.96
117 H -3.15 1.59 0.43
118 H -4.05 1.78 1.92

Mulliken population analysis, charges in e, atoms 1 to 99: number 1, C, carries -1.134; number 2, C, carries -0.416; number 3, C, carries -0.940; number 4, C, carries 0.028; number 5, C, carries -1.059; number 6, C, carries -0.454; number 7, C, carries -0.819; number 8, C, carries -1.091; number 9, C, carries 1.305; number 10, C, carries -0.946; number 11, C, carries -0.805; number 12, C, carries -0.787; number 13, C, carries -0.025; number 14, C, carries -0.845; number 15, O, carries -0.224; number 16, S, carries 0.646; number 17, O, carries -0.481; number 18, O, carries -0.065; number 19, F, carries -0.169; number 20, H, carries 0.249; number 21, H, carries 0.295; number 22, H, carries 0.358; number 23, H, carries 0.390; number 24, H, carries 0.270; number 25, H, carries 0.392; number 26, H, carries 0.280; number 27, H, carries 0.001; number 28, H, carries 0.368; number 29, H, carries 0.463; number 30, H, carries 0.414; number 31, H, carries 0.523; number 32, H, carries 0.156; number 33, H, carries 0.362; number 34, H, carries 0.352; number 35, H, carries 0.481; number 36, H, carries 0.239; number 37, H, carries -0.362; number 38, H, carries -0.288; number 39, H, carries 0.136; number 40, H, carries 0.381; number 41, H, carries 0.393; number 42, H, carries 0.594; number 43, H, carries 0.324; number 44, H, carries 0.594; number 45, H, carries 0.278; number 46, H, carries -0.043; number 47, H, carries 0.416; number 48, H, carries 0.385; number 49, O, carries -0.591; number 50, C, carries 0.909; number 51, O, carries -0.332; number 52, C, carries -0.543; number 53, C, carries -0.782; number 54, C, carries -1.282; number 55, H, carries 0.284; number 56, H, carries 0.395; number 57, H, carries 0.196; number 58, H, carries 0.288; number 59, H, carries 0.347; number 60, H, carries 0.281; number 61, H, carries 0.317; number 62, H, carries 0.403; number 63, O, carries -0.558; number 64, C, carries 0.742; number 65, O, carries -0.369; number 66, C, carries -0.409; number 67, C, carries -0.929; number 68, C, carries -0.926; number 69, H, carries 0.357; number 70, H, carries 0.304; number 71, H, carries 0.271; number 72, H, carries 0.346; number 73, H, carries 0.298; number 74, H, carries 0.288; number 75, H, carries 0.259; number 76, H, carries 0.338; number 77, O, carries -0.538; number 78, C, carries 0.840; number 79, O, carries -0.256; number 80, C, carries -0.373; number 81, C, carries -1.082; number 82, C, carries -1.179; number 83, H, carries 0.250; number 84, H, carries 0.421; number 85, H, carries 0.239; number 86, H, carries 0.347; number 87, H, carries 0.289; number 88, H, carries 0.314; number 89, H, carries 0.341; number 90, H, carries 0.360; number 91, O, carries -0.563; number 92, C, carries 0.746; number 93, O, carries -0.349; number 94, C, carries -0.431; number 95, C, carries -0.947; number 96, C, carries -0.986; number 97, H, carries 0.369; number 98, H, carries 0.310; number 99, H, carries 0.268

Density functional theory data (ωB97M-V with the def2-TZVPD basis set) for C34H70GaI2O28 as an isolated structure.

Results
DFT total energy (eV): -162301.766
HOMO (eV): -5.23
Charge: -1
Kohn-Sham gap (eV): 6.927

Geometry (Å):
1 C -3.82 -0.04 1.23
2 C -2.79 0.94 1.77
3 I -3.16 1.27 3.86
4 C -2.65 2.23 0.96
5 I -4.27 3.61 1.29
6 Ga -0.82 3.16 1.06
7 C -0.72 4.61 2.46
8 C 0.56 5.45 2.45
9 C 0.91 6.07 1.09
10 C -0.16 6.99 0.51
11 O -0.86 7.77 1.49
12 H -4.77 0.46 1.07
13 H -3.98 -0.89 1.89
14 H -3.47 -0.43 0.26
15 H -1.79 0.49 1.78
16 H -2.85 1.94 -0.07
17 H -0.56 3.72 -0.44
18 H 0.28 1.99 1.35
19 H -0.79 4.12 3.44
20 H -1.59 5.26 2.38
21 H 1.41 4.81 2.73
22 H 0.52 6.23 3.21
23 H 1.07 5.26 0.38
24 H 1.86 6.62 1.16
25 H -0.93 6.41 0.00
26 H 0.29 7.66 -0.22
27 H -0.19 8.20 2.04
28 C 3.74 1.42 -4.50
29 O 2.64 2.15 -3.95
30 C 1.62 1.38 -3.54
31 O 1.60 0.17 -3.63
32 O 0.68 2.15 -3.05
33 C -0.45 1.46 -2.50
34 H 4.47 2.18 -4.78
35 H 4.16 0.74 -3.76
36 H 3.43 0.85 -5.38
37 H -0.13 0.81 -1.68
38 H -0.95 0.87 -3.27
39 H -1.10 2.23 -2.11
40 C 2.14 -2.83 -2.36
41 O 1.31 -3.61 -1.49
42 C 0.25 -4.14 -2.09
43 O -0.04 -4.04 -3.25
44 O -0.44 -4.83 -1.18
45 C -1.62 -5.47 -1.69
46 H 2.95 -2.47 -1.73
47 H 2.53 -3.45 -3.17
48 H 1.59 -1.99 -2.78
49 H -1.36 -6.18 -2.47
50 H -2.31 -4.73 -2.08
51 H -2.06 -5.98 -0.84
52 C -0.61 0.21 -6.21
53 O -1.98 0.22 -6.64
54 C -2.32 1.27 -7.37
55 O -1.59 2.16 -7.73
56 O -3.62 1.17 -7.66
57 C -4.13 2.26 -8.44
58 H -0.48 -0.69 -5.63
59 H 0.06 0.22 -7.07
60 H -0.40 1.08 -5.59
61 H -3.62 2.33 -9.39
62 H -4.01 3.20 -7.90
63 H -5.18 2.04 -8.58
64 C 1.26 8.80 4.97
65 O 2.46 8.32 4.35
66 C 3.49 8.18 5.17
67 O 3.50 8.45 6.35
68 O 4.52 7.70 4.48
69 C 5.69 7.44 5.26
70 H 0.52 8.84 4.18
71 H 0.94 8.12 5.76
72 H 1.42 9.79 5.40
73 H 5.49 6.70 6.03
74 H 6.06 8.36 5.72
75 H 6.42 7.05 4.56
76 C -0.91 -6.64 -5.62
77 O -1.69 -7.29 -4.60
78 C -2.75 -7.95 -5.06
79 O -3.07 -8.07 -6.21
80 O -3.39 -8.48 -4.01
81 C -4.57 -9.21 -4.36
82 H -0.10 -6.15 -5.08
83 H -0.52 -7.37 -6.32
84 H -1.51 -5.90 -6.15
85 H -4.32 -10.05 -5.01
86 H -5.29 -8.57 -4.87
87 H -4.98 -9.57 -3.42
88 C 1.50 -10.32 -2.79
89 O 2.24 -9.76 -1.69
90 C 2.04 -8.45 -1.52
91 O 1.31 -7.76 -2.19
92 O 2.76 -8.05 -0.48
93 C 2.62 -6.65 -0.17
94 H 1.77 -11.37 -2.81
95 H 0.43 -10.19 -2.64
96 H 1.79 -9.84 -3.72
97 H 1.59 -6.41 0.06
98 H 2.95 -6.04 -1.01
99 H 3.25 -6.47 0.69
100 C 1.85 -8.47 6.36
101 O 1.09 -9.13 5.35
102 C 1.07 -8.49 4.18
103 O 1.64 -7.46 3.94
104 O 0.33 -9.20 3.32
105 C 0.21 -8.59 2.03
106 H 1.76 -9.10 7.24
107 H 2.89 -8.37 6.06
108 H 1.44 -7.48 6.56
109 H 1.20 -8.46 1.58
110 H -0.29 -7.63 2.10
111 H -0.38 -9.29 1.44
112 C 7.86 2.11 5.66
113 O 8.59 2.53 6.82
114 C 8.39 3.80 7.15
115 O 7.69 4.58 6.57
116 O 9.11 4.07 8.25
117 C 8.97 5.41 8.72
118 H 8.12 1.06 5.52
119 H 6.79 2.22 5.82
120 H 8.16 2.70 4.79
121 H 7.93 5.62 8.97
122 H 9.31 6.12 7.97
123 H 9.60 5.47 9.61
124 C -6.86 5.70 -1.23
125 O -7.94 6.46 -0.67
126 C -8.97 5.74 -0.24
127 O -9.10 4.54 -0.35
128 O -9.87 6.56 0.30
129 C -11.03 5.90 0.80
130 H -6.13 6.43 -1.56
131 H -6.41 5.05 -0.48
132 H -7.21 5.10 -2.07
133 H -10.76 5.19 1.58
134 H -11.55 5.37 0.00
135 H -11.66 6.69 1.20

Mulliken population analysis, charges in e, atoms 1 to 99: number 1, C, carries -1.189; number 2, C, carries -0.467; number 3, I, carries 0.009; number 4, C, carries -0.504; number 5, I, carries 0.031; number 6, Ga, carries 0.324; number 7, C, carries -0.905; number 8, C, carries -0.155; number 9, C, carries -0.602; number 10, C, carries -0.470; number 11, O, carries -0.543; number 12, H, carries 0.272; number 13, H, carries 0.428; number 14, H, carries 0.308; number 15, H, carries 0.361; number 16, H, carries 0.445; number 17, H, carries -0.348; number 18, H, carries -0.379; number 19, H, carries 0.467; number 20, H, carries 0.401; number 21, H, carries 0.373; number 22, H, carries -0.105; number 23, H, carries 0.161; number 24, H, carries 0.361; number 25, H, carries 0.235; number 26, H, carries 0.354; number 27, H, carries 0.278; number 28, C, carries -0.639; number 29, O, carries -0.370; number 30, C, carries 0.846; number 31, O, carries -0.561; number 32, O, carries -0.329; number 33, C, carries -0.464; number 34, H, carries 0.230; number 35, H, carries 0.277; number 36, H, carries 0.269; number 37, H, carries 0.300; number 38, H, carries 0.313; number 39, H, carries 0.041; number 40, C, carries -0.532; number 41, O, carries -0.375; number 42, C, carries 0.853; number 43, O, carries -0.547; number 44, O, carries -0.296; number 45, C, carries -0.512; number 46, H, carries 0.266; number 47, H, carries 0.317; number 48, H, carries 0.190; number 49, H, carries 0.150; number 50, H, carries 0.318; number 51, H, carries 0.227; number 52, C, carries -0.506; number 53, O, carries -0.306; number 54, C, carries 0.754; number 55, O, carries -0.548; number 56, O, carries -0.335; number 57, C, carries -0.634; number 58, H, carries 0.271; number 59, H, carries 0.342; number 60, H, carries 0.131; number 61, H, carries 0.289; number 62, H, carries 0.297; number 63, H, carries 0.212; number 64, C, carries -0.584; number 65, O, carries -0.263; number 66, C, carries 0.775; number 67, O, carries -0.564; number 68, O, carries -0.312; number 69, C, carries -0.613; number 70, H, carries 0.069; number 71, H, carries 0.318; number 72, H, carries 0.374; number 73, H, carries 0.292; number 74, H, carries 0.312; number 75, H, carries 0.209; number 76, C, carries -0.645; number 77, O, carries -0.025; number 78, C, carries 0.624; number 79, O, carries -0.568; number 80, O, carries -0.260; number 81, C, carries -0.676; number 82, H, carries 0.096; number 83, H, carries 0.335; number 84, H, carries 0.324; number 85, H, carries 0.294; number 86, H, carries 0.295; number 87, H, carries 0.213; number 88, C, carries -0.624; number 89, O, carries -0.360; number 90, C, carries 0.840; number 91, O, carries -0.505; number 92, O, carries -0.372; number 93, C, carries -0.596; number 94, H, carries 0.216; number 95, H, carries 0.281; number 96, H, carries 0.295; number 97, H, carries 0.216; number 98, H, carries 0.326; number 99, H, carries 0.273